(1)
The following is a DFT calculation (ωB97M-V with the def2-TZVPD basis set) of a cluster of 17 separate species, C76H180N6O28 in total at a distorted geometry.

Summary:
Orbital gap   0.2883 Ha
Energy relative to the best compared isomer or geometry (same formula, charge and spin)   5.550 eV
Electronic energy   -5438.3160 Ha
Spin multiplicity   1
HOMO   -0.281 Eh

Element x y z (Å)
C  4.22  -1.64  25.77
C  4.31  -3.13  26.03
C  3.11  -3.84  25.34
C  3.23  -3.88  23.78
C  4.54  -4.58  23.34
C  5.79  -4.03  24.08
N  5.57  -3.74  25.51
O  6.71  -3.39  26.22
C  6.86  -5.17  24.03
C  6.35  -2.75  23.25
C  4.22  -3.59  27.56
H  4.88  -1.09  26.45
H  3.23  -1.28  26.05
H  4.39  -1.39  24.72
H  3.01  -4.87  25.70
H  2.18  -3.41  25.68
H  3.06  -2.93  23.27
H  2.34  -4.45  23.49
H  4.63  -4.33  22.28
H  4.55  -5.67  23.37
H  7.78  -4.75  24.44
H  6.67  -6.02  24.69
H  7.23  -5.47  23.05
H  7.04  -2.14  23.83
H  6.96  -3.14  22.44
H  5.55  -2.10  22.91
H  4.74  -4.53  27.77
H  3.19  -3.80  27.86
H  4.74  -2.91  28.24
H  6.49  -3.80  27.06
C  7.37  2.64  27.19
C  8.41  3.74  26.89
C  8.64  4.66  28.10
C  9.77  5.67  27.97
C  11.02  4.83  27.64
C  10.94  3.84  26.41
N  9.69  3.04  26.54
O  9.63  2.01  25.58
C  11.04  4.72  25.11
C  12.16  2.95  26.60
C  7.78  4.61  25.82
H  7.63  2.01  28.04
H  7.01  2.06  26.34
H  6.51  3.19  27.56
H  7.80  5.16  28.57
H  8.92  4.01  28.94
H  9.75  6.13  28.96
H  9.63  6.36  27.13
H  11.17  4.30  28.58
H  11.85  5.54  27.57
H  12.07  4.85  24.75
H  10.46  4.20  24.35
H  10.58  5.71  25.15
H  12.20  2.45  25.63
H  13.15  3.41  26.65
H  12.01  2.21  27.39
H  6.87  5.13  26.11
H  7.58  4.14  24.86
H  8.49  5.39  25.55
H  9.70  1.22  26.11
C  12.71  1.41  12.32
C  11.83  2.19  13.43
C  10.34  2.25  12.98
C  9.54  0.86  13.12
C  9.70  0.39  14.61
C  11.21  0.33  15.16
N  11.88  1.57  14.74
O  13.14  1.78  15.50
C  11.27  0.17  16.75
C  11.95  -0.91  14.55
C  12.18  3.66  13.66
H  13.51  0.79  12.72
H  13.24  2.11  11.68
H  12.13  0.81  11.60
H  9.77  3.04  13.45
H  10.36  2.45  11.91
H  9.86  0.09  12.42
H  8.48  1.02  12.91
H  9.33  -0.61  14.82
H  9.17  1.02  15.32
H  10.76  -0.76  16.99
H  12.28  -0.10  17.06
H  10.81  1.02  17.24
H  12.99  -0.87  14.89
H  11.50  -1.83  14.94
H  11.89  -0.92  13.46
H  12.11  4.20  12.72
H  13.25  3.73  13.87
H  11.66  4.32  14.34
H  13.05  2.65  15.91
C  17.70  3.44  20.90
C  18.03  3.16  19.43
C  19.40  2.42  19.34
C  19.34  0.91  19.32
C  18.19  0.29  18.47
C  16.79  0.88  18.86
N  16.96  2.34  18.79
O  15.75  3.01  18.71
C  15.86  0.39  17.66
C  16.37  0.35  20.27
C  18.25  4.48  18.69
H  17.68  2.49  21.42
H  16.69  3.85  20.92
H  18.41  4.15  21.34
H  20.00  2.72  18.48
H  20.01  2.66  20.22
H  19.24  0.62  20.36
H  20.26  0.45  18.97
H  18.29  -0.80  18.41
H  18.37  0.55  17.43
H  16.21  0.75  16.69
H  15.86  -0.69  17.62
H  14.87  0.79  17.89
H  15.47  0.80  20.68
H  16.28  -0.74  20.29
H  17.11  0.58  21.04
H  18.55  4.40  17.65
H  18.89  5.13  19.29
H  17.24  4.88  18.58
H  15.37  2.85  19.58
C  10.60  -1.30  24.60
C  11.39  -2.22  23.68
C  10.47  -3.31  23.08
C  11.12  -4.17  22.06
C  11.65  -3.21  20.96
C  12.70  -2.13  21.33
N  12.01  -1.45  22.56
O  12.74  -0.37  23.01
C  14.07  -2.84  21.60
C  12.79  -1.20  20.13
C  12.34  -3.00  24.61
H  10.17  -1.87  25.42
H  9.74  -0.83  24.13
H  11.26  -0.53  25.00
H  10.13  -4.01  23.84
H  9.56  -2.86  22.67
H  10.42  -4.89  21.63
H  11.90  -4.80  22.49
H  10.80  -2.78  20.43
H  12.05  -3.84  20.16
H  14.67  -2.95  20.69
H  14.73  -2.26  22.24
H  14.05  -3.80  22.11
H  13.30  -1.69  19.30
H  11.87  -0.73  19.80
H  13.42  -0.37  20.44
H  13.13  -3.49  24.03
H  11.87  -3.70  25.30
H  13.05  -2.38  25.16
H  13.63  -0.70  23.12
C  12.80  -1.88  32.52
C  12.40  -0.87  31.38
C  13.50  -1.10  30.29
C  13.20  -0.59  28.87
C  11.83  -1.07  28.45
C  10.70  -0.63  29.39
N  11.12  -1.15  30.77
O  10.11  -1.12  31.69
C  10.56  0.87  29.29
C  9.42  -1.26  28.83
C  12.57  0.49  32.02
H  13.67  -1.46  33.04
H  13.04  -2.88  32.17
H  12.04  -2.01  33.29
H  14.50  -0.84  30.66
H  13.71  -2.18  30.28
H  13.95  -1.08  28.24
H  13.25  0.49  28.81
H  11.80  -2.15  28.41
H  11.56  -0.79  27.43
H  10.13  1.22  28.35
H  9.98  1.21  30.15
H  11.46  1.47  29.36
H  9.43  -2.35  28.81
H  8.53  -1.19  29.46
H  9.22  -0.88  27.83
H  13.54  0.72  32.45
H  11.79  0.54  32.77
H  12.47  1.32  31.33
H  9.97  -0.20  31.90
C  8.57  -5.78  27.93
C  9.99  -5.16  27.67
O  9.78  -4.31  26.57
O  7.61  -4.87  28.30
H  8.62  -6.52  28.73
H  8.22  -6.37  27.09
H  10.73  -5.94  27.51
H  10.40  -4.57  28.50
H  9.02  -3.76  26.78
H  6.82  -5.38  28.51
C  15.92  -3.56  26.04
C  17.12  -2.75  26.68
O  16.97  -2.11  27.92
O  16.07  -3.44  24.63
H  15.02  -3.06  26.38
H  15.97  -4.62  26.27
H  17.57  -2.03  26.00
H  17.93  -3.45  26.89
H  17.11  -1.20  27.64
H  15.66  -4.17  24.16
C  16.03  -4.27  18.06
C  17.22  -4.80  17.23
O  17.95  -5.64  18.09
O  14.97  -5.28  18.13
H  15.46  -3.41  17.71
H  16.30  -4.13  19.11
H  17.99  -4.08  16.95
H  16.81  -5.28  16.34
H  17.42  -6.43  18.16
H  14.60  -5.40  17.26
C  10.63  -7.13  24.69
C  11.29  -8.48  24.47
O  12.06  -8.49  23.27
O  11.60  -6.22  25.26
H  9.80  -7.14  25.39
H  10.23  -6.62  23.81
H  10.46  -9.19  24.43
H  11.77  -8.88  25.36
H  12.63  -7.73  23.40
H  11.10  -5.64  25.84
C  13.32  3.97  20.41
C  12.46  3.97  19.17
O  11.35  3.08  19.18
O  13.68  2.69  20.79
H  12.81  4.48  21.23
H  14.19  4.62  20.28
H  13.00  3.79  18.23
H  12.13  4.99  19.00
H  11.49  2.13  19.21
H  12.86  2.19  20.79
C  9.50  3.07  21.88
C  10.41  1.97  22.44
O  11.18  1.31  21.44
O  9.09  2.86  20.53
H  10.14  3.95  21.84
H  8.59  3.09  22.50
H  9.67  1.26  22.84
H  11.06  2.36  23.23
H  11.34  0.45  21.82
H  9.88  2.88  20.00
C  15.40  0.55  24.87
C  15.85  1.07  26.30
O  17.06  0.61  26.82
O  14.86  -0.73  24.95
H  16.28  0.64  24.24
H  14.62  1.19  24.47
H  15.04  0.76  26.96
H  15.81  2.15  26.40
H  17.31  1.04  27.64
H  15.56  -1.39  24.85
C  8.55  -0.39  19.48
C  7.28  -0.22  18.60
O  7.40  -1.06  17.42
O  8.52  -1.68  20.08
H  8.38  0.24  20.35
H  9.50  -0.13  19.03
H  7.33  0.81  18.26
H  6.28  -0.49  18.95
H  7.89  -1.81  17.77
H  9.39  -1.88  20.42
C  7.54  -4.86  19.36
C  5.99  -4.66  19.64
O  5.27  -5.18  18.54
O  7.97  -6.20  19.18
H  8.13  -4.36  20.13
H  7.84  -4.40  18.41
H  5.81  -3.59  19.75
H  5.75  -5.22  20.54
H  5.19  -6.13  18.62
H  8.02  -6.74  19.97
C  11.09  -6.75  17.31
C  11.35  -5.63  18.28
O  10.42  -4.58  17.97
O  9.74  -7.28  17.13
H  11.85  -7.51  17.50
H  11.39  -6.39  16.32
H  12.36  -5.21  18.32
H  11.09  -5.93  19.29
H  9.50  -4.85  17.94
H  9.18  -7.06  17.88
C  14.93  -6.94  21.21
C  15.76  -6.06  22.16
O  14.93  -5.71  23.21
O  14.93  -8.24  21.74
H  15.40  -7.01  20.23
H  13.95  -6.54  20.97
H  16.07  -5.14  21.67
H  16.66  -6.53  22.55
H  14.57  -6.52  23.59
H  15.08  -8.82  20.99


(2)
The following is a DFT calculation (ωB97M-V with the def2-TZVPD basis set) of a structure of composition C49H44N5O7P5SSe2V at a distorted geometry.

Summary:
Orbital gap (spin up / spin down)   0.2079 / 0.2235 Ha
Net charge   -2
Energy relative to the best compared isomer or geometry (same formula, charge and spin)   2.007 eV
Electronic energy   -10546.4448 Ha
Spin multiplicity   4
HOMO (spin up / spin down)   -0.066 / -0.082 Eh

Element x y z (Å)
V  -0.61  0.20  0.33
S  -0.23  -1.97  -2.28
C  -1.04  -2.50  -0.86
C  -1.60  -3.80  -0.81
C  -2.22  -4.26  0.32
C  -2.28  -3.44  1.44
C  -1.74  -2.18  1.36
N  -1.14  -1.69  0.25
H  -1.51  -4.41  -1.70
H  -2.66  -5.25  0.34
H  -2.73  -3.77  2.37
H  -1.75  -1.52  2.22
O  -0.80  0.51  4.01
P  0.31  1.20  3.06
O  1.37  1.81  3.88
O  0.65  0.20  1.96
O  -0.58  2.44  2.40
P  -2.02  2.19  1.66
O  -3.08  2.80  2.73
O  -2.12  3.07  0.46
O  -2.27  0.71  1.56
H  -0.78  0.99  4.85
H  -3.08  3.75  2.65
Se  -5.56  1.16  -4.95
P  -4.18  2.36  -3.88
C  -3.19  3.22  -5.14
C  -3.55  4.46  -5.65
C  -2.85  5.01  -6.71
C  -1.79  4.31  -7.29
C  -1.43  3.07  -6.78
C  -2.14  2.51  -5.72
C  -5.06  3.61  -2.88
C  -6.16  4.28  -3.42
C  -6.88  5.17  -2.64
C  -6.53  5.38  -1.31
C  -5.45  4.70  -0.77
C  -4.71  3.81  -1.55
C  -3.10  1.51  -2.73
C  -1.91  1.70  -2.01
N  -1.79  0.61  -1.22
N  -2.82  -0.21  -1.44
N  -3.61  0.31  -2.34
P  -0.74  3.07  -1.70
Se  0.94  2.86  -0.39
C  -1.50  4.73  -1.63
C  -1.29  5.54  -0.52
C  -1.84  6.81  -0.48
C  -2.61  7.28  -1.55
C  -2.79  6.48  -2.67
C  -2.23  5.21  -2.71
C  0.10  3.13  -3.35
C  0.62  4.31  -3.89
C  1.43  4.26  -5.01
C  1.76  3.04  -5.59
C  1.27  1.87  -5.05
C  0.44  1.91  -3.94
H  -4.36  5.01  -5.20
H  -3.12  5.99  -7.09
H  -1.25  4.74  -8.12
H  -0.60  2.52  -7.22
H  -1.87  1.54  -5.34
H  -6.46  4.06  -4.44
H  -7.73  5.70  -3.07
H  -7.10  6.07  -0.70
H  -5.18  4.84  0.27
H  -3.88  3.28  -1.10
H  -0.69  5.16  0.29
H  -1.68  7.45  0.38
H  -3.06  8.26  -1.50
H  -3.37  6.84  -3.51
H  -2.34  4.60  -3.58
H  0.40  5.26  -3.43
H  1.82  5.18  -5.43
H  2.42  3.01  -6.46
H  1.54  0.91  -5.47
H  0.05  0.99  -3.51
N  2.52  0.07  -2.00
H  3.02  0.64  -2.67
H  1.91  0.72  -1.50
H  1.90  -0.56  -2.50
C  3.19  -5.11  -2.59
C  2.36  -5.31  -1.50
C  2.14  -4.28  -0.59
C  2.73  -3.03  -0.75
C  3.56  -2.84  -1.87
C  3.79  -3.87  -2.77
P  2.27  -1.58  0.34
C  2.29  -2.44  2.00
C  3.28  -2.26  2.98
C  3.24  -2.97  4.18
C  2.20  -3.85  4.44
C  1.17  -3.97  3.52
C  1.22  -3.27  2.32
C  3.92  -0.74  0.49
C  3.91  0.61  0.81
C  5.10  1.31  0.99
C  6.32  0.67  0.83
C  6.34  -0.69  0.53
C  5.15  -1.39  0.38
H  3.36  -5.91  -3.31
H  1.87  -6.26  -1.36
H  1.49  -4.48  0.25
H  4.00  -1.87  -2.03
H  4.43  -3.70  -3.63
H  4.09  -1.56  2.82
H  4.03  -2.82  4.90
H  2.18  -4.41  5.37
H  0.32  -4.62  3.73
H  0.39  -3.35  1.64
H  2.96  1.12  0.95
H  5.07  2.37  1.24
H  7.25  1.21  0.94
H  7.29  -1.21  0.43
H  5.18  -2.46  0.18


(3)
The following is a DFT calculation (ωB97M-V with the def2-TZVPD basis set) of a structure of composition C17H17F9N2O4PtS2SeSi at a distorted geometry.

Summary:
Orbital gap (spin up / spin down)   0.2525 / 0.2448 Ha
Net charge   -2
Electronic energy   -5573.9552 Ha
Spin multiplicity   3
HOMO (spin up / spin down)   -0.098 / -0.112 Eh

Element x y z (Å)
Pt  -0.98  -1.16  -2.12
C  -2.41  0.74  3.35
Si  -1.27  1.63  2.05
C  -2.18  3.19  1.66
C  0.37  2.00  2.71
C  -1.16  0.61  0.63
C  -1.03  -0.13  -0.32
H  -2.41  1.37  4.27
H  -2.08  -0.28  3.56
H  -3.35  0.71  2.87
H  -2.41  3.81  2.50
H  -3.27  2.91  1.29
H  -1.62  3.76  0.90
H  1.01  1.18  2.83
H  0.43  2.65  3.57
H  0.73  2.68  1.95
C  5.59  -0.97  2.25
N  4.48  -1.59  1.51
C  4.58  -2.04  0.26
Se  6.21  -2.36  -0.60
N  3.38  -2.54  -0.10
C  2.43  -2.29  0.98
C  1.09  -2.49  1.16
C  0.53  -2.05  2.37
C  1.32  -1.48  3.40
C  2.70  -1.35  3.21
C  3.21  -1.75  1.96
H  5.74  -1.53  3.17
H  5.21  -0.02  2.59
H  6.41  -0.88  1.58
H  3.07  -2.70  -1.01
H  0.38  -2.80  0.43
H  -0.47  -2.30  2.47
H  0.85  -1.17  4.29
H  3.39  -0.85  3.90
F  -4.44  2.53  -4.78
C  -4.45  1.33  -4.21
F  -4.72  0.40  -5.19
F  -5.53  1.33  -3.40
C  -3.09  0.96  -3.39
O  -2.89  -0.31  -3.12
C  -1.94  1.57  -4.23
F  -0.77  1.16  -3.86
F  -1.96  2.94  -4.21
F  -2.05  1.18  -5.57
C  -3.23  1.94  -2.08
F  -1.98  2.33  -1.81
F  -3.71  1.27  -1.04
F  -3.97  3.07  -2.17
O  1.37  -2.98  -1.78
S  1.41  -2.88  -3.22
O  2.37  -1.93  -3.72
O  1.59  -4.24  -3.72
S  -0.46  -2.16  -4.01